No. 1
DFT (wB97M-V/def2-TZVPD) results for a single C4H7NO molecule.

The geometry in ORCA input format:
```
! wB97M-V def2-TZVPD RIJCOSX def2/J DEFGRID3
* xyz 0 1
C -1.48636 -0.11222 0.12679
N -1.30144 1.29498 0.24240
C -0.63469 0.63769 -0.90970
C 0.66405 0.05545 -0.94273
C 1.40659 -0.14455 0.34355
O 1.58260 -1.55312 0.39614
H -0.98743 -0.79534 0.81322
H -2.45633 -0.44436 -0.23462
H -0.61351 1.50683 0.96126
H -1.13865 0.82818 -1.85350
H 1.66435 -1.80270 -0.54135
H 2.36935 0.39354 0.29726
H 0.93146 0.13561 1.30129
*
```

Computed properties:
- Relative energy (zero: lowest compared OMol25 entry of this formula, charge and spin): 5.445 eV
- Frontier orbital gap: 0.311 Ha
- LUMO level: -0.19 eV
- HOMO level: -8.66 eV


No. 2
DFT (wB97M-V/def2-TZVPD) results for 9 unconnected molecules or ions with the total composition C35H84N8O13 in a non-equilibrium geometry.

The geometry in ORCA input format:
```
! wB97M-V def2-TZVPD RIJCOSX def2/J DEFGRID3
* xyz 0 1
O 6.45908 0.72319 -4.02414
C 5.28486 0.21970 -3.87435
C 4.96394 -0.63183 -2.71030
C 3.74820 -1.16773 -2.48132
O 3.56646 -2.02390 -1.45057
C 2.63954 -1.08765 -3.42181
O 1.61029 -1.85605 -3.49390
C 2.80347 0.00773 -4.33565
C 4.00058 0.61858 -4.55551
O 4.01147 1.64745 -5.46339
H 5.69147 -0.74628 -1.92036
H 2.63992 -1.91906 -1.22223
H 1.98320 0.45798 -4.87493
H 4.87320 2.06853 -5.42202
C 4.82110 2.66657 1.37145
N 5.61414 1.52289 0.80829
O 6.75846 1.34410 1.13783
O 5.01924 0.77968 0.02905
H 5.44372 3.31220 1.99081
H 4.01706 2.31383 2.01736
H 4.33795 3.06456 0.47911
C 1.71700 3.35780 -1.61303
O 2.54531 4.33343 -0.98869
C 3.08690 5.35898 -1.85164
C 3.83353 6.34957 -0.83177
C 3.29391 6.43968 0.61155
N 3.81659 7.71334 -1.33684
H 2.17313 2.89768 -2.48957
H 0.81894 3.74730 -2.09249
H 1.27673 2.51960 -1.07295
H 3.67656 4.96474 -2.67926
H 2.26532 5.85225 -2.37106
H 4.87114 6.01933 -0.88090
H 2.25795 6.74835 0.75160
H 3.77472 7.17308 1.25889
H 3.33449 5.51077 1.18038
H 2.92273 8.00409 -0.96727
H 4.48763 8.22527 -0.78210
C 0.00473 -10.37738 -0.68685
O 0.74533 -9.26976 -0.10010
C 0.68955 -7.96546 -0.78348
C 1.59567 -6.95115 -0.09259
C 1.68188 -5.59637 -0.92577
N 2.99322 -7.37176 0.14746
H 0.43140 -10.68928 -1.64014
H -1.02482 -10.03615 -0.79491
H -0.03062 -11.25782 -0.04523
H 0.85248 -8.00675 -1.86044
H -0.35581 -7.66734 -0.86381
H 1.12888 -6.60731 0.83044
H 1.98235 -4.68572 -0.40756
H 0.82149 -5.60234 -1.59494
H 2.52305 -5.62356 -1.61844
H 3.08560 -8.32258 0.47534
H 3.45833 -7.43986 -0.74649
C -10.00931 -2.22097 -3.06036
O -9.45769 -1.72041 -1.86211
C -8.07291 -1.68356 -1.81620
C -7.51793 -0.38862 -1.06182
C -6.01997 -0.35001 -0.84485
N -8.27547 -0.01635 0.20058
H -11.07796 -2.00769 -3.03592
H -9.93478 -3.24367 -3.42999
H -9.62307 -1.57041 -3.84502
H -7.80890 -2.61752 -1.32010
H -7.62682 -1.76094 -2.80772
H -7.72004 0.42706 -1.75602
H -5.65315 -0.11350 -1.84365
H -5.59821 -1.29288 -0.49670
H -5.72447 0.49202 -0.21894
H -7.73581 0.76467 0.54537
H -9.20890 0.33944 0.05144
C -0.81211 -3.66214 -4.52940
O -1.39338 -4.21865 -3.35746
C -1.43421 -3.24868 -2.25942
C -2.07120 -3.96197 -1.13854
C -3.57756 -4.08376 -1.29046
N -1.85138 -3.32266 0.12133
H 0.27296 -3.71450 -4.44007
H -1.05850 -2.60875 -4.66264
H -1.12836 -4.05091 -5.49736
H -0.41871 -2.98600 -1.96304
H -1.97763 -2.33442 -2.49805
H -1.72990 -4.99430 -1.21540
H -4.04004 -3.10476 -1.16487
H -3.93304 -4.58019 -0.38752
H -4.04090 -4.67468 -2.08053
H -2.42550 -3.81636 0.78972
H -1.90459 -2.31409 0.11418
C 5.62988 2.26972 6.11307
O 4.31542 1.83453 5.81121
C 3.26703 2.60281 6.44652
C 1.80230 2.20261 6.14011
C 1.57141 2.21018 4.69595
N 0.77330 2.98322 6.72463
H 6.18302 1.49491 5.58223
H 5.95892 2.33139 7.15038
H 5.99390 3.17358 5.62457
H 3.35895 2.65737 7.53126
H 3.38172 3.62245 6.07872
H 1.68468 1.18548 6.51388
H 0.51483 2.02041 4.50698
H 2.30663 1.54255 4.24669
H 1.81500 3.22639 4.38600
H 0.02904 3.01073 6.04241
H 1.03351 3.95181 6.60532
C -2.59344 0.37285 0.29009
O -1.60901 -0.55119 0.76602
C -0.22751 -0.18260 0.38300
C 0.84947 -1.00578 1.22112
C 2.16539 -0.22266 1.21157
N 1.07997 -2.29653 0.66121
H -2.29123 1.41866 0.34533
H -3.47508 0.29275 0.92601
H -2.91566 0.13026 -0.72255
H -0.04412 -0.36159 -0.67644
H -0.16698 0.86774 0.66801
H 0.44086 -1.19611 2.21354
H 3.10266 -0.76835 1.32037
H 2.06619 0.61864 1.89748
H 2.40981 0.23498 0.25296
H 0.17541 -2.60400 0.33357
H 1.14271 -3.03537 1.34698
C -4.95114 3.39382 0.56640
O -3.63669 3.85188 0.27408
C -2.79470 4.10884 1.41359
C -1.32625 4.38285 0.97759
C -0.39553 4.53439 2.13200
N -1.20894 5.43437 -0.00584
H -5.30309 3.01865 -0.39458
H -5.34151 4.34724 0.92236
H -5.12414 2.61110 1.30499
H -3.25845 4.93523 1.95221
H -2.72111 3.17026 1.96290
H -1.06223 3.41452 0.55248
H -0.57364 5.39001 2.78336
H 0.64715 4.67757 1.84843
H -0.47899 3.59736 2.68256
H -0.55342 5.24980 -0.75171
H -2.07960 5.43122 -0.51776
*
```

Computed properties:
- SMILES: O=C1C=C(O)C(=O)C=C1O.C[N+](=O)[O-].COC[C@H](C)N.COC[C@H](C)N.COC[C@H](C)N.COC[C@H](C)N.COC[C@H](C)N.COC[C@H](C)N.COC[C@H](C)N
- Frontier orbital gap: 0.255 Ha
- LUMO level: -1.94 eV
- HOMO level: -8.88 eV


No. 3
DFT (wB97M-V/def2-TZVPD) results for a molecular structure, C13H21CoN2O4P in a non-equilibrium geometry.

The geometry in ORCA input format:
```
! wB97M-V def2-TZVPD RIJCOSX def2/J DEFGRID3
* xyz 2 6
C -0.65803 2.33302 -1.70424
C -0.18649 1.23137 -2.60257
N 0.15975 0.07418 -2.00969
C 0.42457 -1.05209 -2.77827
C 0.57476 -0.90237 -4.18393
C 0.36238 0.33272 -4.76504
C -0.06245 1.40848 -3.97715
C 0.54123 -2.26915 -2.08947
P 0.38192 -2.26762 -0.32719
H -0.26872 2.39642 -4.38740
H 0.87358 -1.77564 -4.76412
H 0.51283 0.47553 -5.83118
C 1.30928 2.92214 -0.43462
C -0.82981 2.84701 0.66797
H 0.73978 -3.17960 -2.65681
H -1.74329 2.27945 -1.56449
H -0.42733 3.30001 -2.16965
C 1.87525 -3.03356 0.37626
C -1.00903 -3.36758 0.09366
H 1.79344 -3.03747 1.47430
H 1.99722 -4.06436 0.01124
H 2.75032 -2.43033 0.09096
H -1.19058 -3.35050 1.18018
H -1.92060 -3.04561 -0.43473
H -0.78424 -4.40313 -0.21573
H -0.94352 3.93376 0.51087
H -1.81638 2.37386 0.64852
H -0.37096 2.68299 1.64765
H 1.20231 3.97148 -0.75828
H 1.76782 2.89071 0.55927
H 1.96432 2.40393 -1.13884
C -0.18032 -0.13785 1.47738
O -0.58099 -0.15346 2.56694
Co 0.55772 -0.02434 -0.11912
O -2.64466 -0.17114 -0.38198
H -2.93775 -0.93535 0.14876
H -2.80340 -0.44475 -1.30353
N 0.00496 2.23873 -0.37891
O 4.34678 -0.05706 1.27746
C 3.16793 0.25188 1.12844
O 2.45790 0.12113 0.03133
H 2.60088 0.68587 1.98265
*
```

Computed properties:
- Expectation value of S²: 8.812
- Frontier orbital gap (alpha / beta): 0.305 / 0.222 Ha
- LUMO level (alpha / beta): -7.28 / -10.29 eV
- HOMO level (alpha / beta): -15.59 / -16.35 eV


No. 4
DFT (wB97M-V/def2-TZVPD) results for a molecular structure, C21H33AsCl4O3RuS4Si3 in a non-equilibrium geometry.

The geometry in ORCA input format:
```
! wB97M-V def2-TZVPD RIJCOSX def2/J DEFGRID3
* xyz 0 5
Ru -0.87729 0.18847 1.05126
Cl -3.63583 1.21311 3.62113
C -3.55897 2.74582 2.90871
C -3.82964 3.89310 3.64909
C -3.87160 5.18064 3.14791
C -3.69820 5.34467 1.76716
C -3.45268 4.22079 0.97585
Cl -3.34922 4.29821 -0.79618
C -3.12205 2.95162 1.55866
S -2.33864 1.92148 0.37825
H -4.14577 3.72802 4.66168
H -4.05377 5.97525 3.89694
H -3.86982 6.30879 1.29572
Cl -3.49431 -1.96189 3.60175
C -3.49064 -3.05589 2.23752
C -3.96186 -4.30417 2.53304
C -3.84798 -5.31605 1.59020
C -3.42626 -5.02784 0.28430
C -3.10390 -3.73939 -0.05967
Cl -2.56233 -3.34336 -1.70686
C -3.07108 -2.72161 0.91772
S -2.82186 -1.08666 0.50196
H -4.36014 -4.54584 3.49105
H -4.04442 -6.33511 1.90956
H -3.32790 -5.82629 -0.43192
O 0.08927 -0.48326 4.43653
S 0.57168 -0.26228 3.09802
O 1.92276 0.19720 2.96407
O 0.22297 -1.40384 2.16432
S -0.40818 1.51562 2.56829
C -1.02196 -0.23790 -3.30304
Si 0.64334 0.54508 -2.93124
C 0.43289 2.37838 -3.19010
C 1.88296 0.03873 -4.26433
As 1.30438 -0.04019 -0.67368
Si 2.17500 -2.36572 -0.60225
C 2.77785 -2.92730 -2.28515
C 3.48347 -2.37678 0.73075
C 0.79585 -3.49171 -0.11046
Si 3.05207 1.61222 -0.40045
C 4.22759 1.46702 1.04590
C 4.13377 2.03131 -1.96810
C 2.00627 3.07189 0.09174
H -1.16854 -0.16891 -4.39428
H -1.83443 0.29684 -2.77588
H -1.04277 -1.31564 -2.99826
H 0.11590 2.64675 -4.21718
H 1.37168 2.85303 -2.90879
H -0.28383 2.72752 -2.41010
H 1.96669 0.70143 -5.14541
H 1.66177 -1.00143 -4.55544
H 2.86333 -0.01259 -3.78733
H 3.47414 -2.15193 -2.63420
H 1.91934 -2.98665 -2.93062
H 3.24004 -3.90363 -2.25162
H 4.49980 -2.53398 0.33941
H 3.30183 -3.17635 1.42954
H 3.38919 -1.43263 1.27549
H -0.03497 -3.30822 -0.78720
H 0.42568 -3.25777 0.87845
H 1.26442 -4.45387 -0.14225
H 4.75105 0.50510 0.93690
H 3.58945 1.41843 1.92942
H 4.97975 2.23199 1.03784
H 4.77863 1.15892 -2.14896
H 4.78572 2.88157 -1.84293
H 3.53294 2.24183 -2.89532
H 1.22393 3.23470 -0.62095
H 2.66400 3.94117 0.15824
H 1.58948 2.88997 1.10573
*
```

Computed properties:
- Expectation value of S²: 6.036
- Relative energy (zero: lowest compared OMol25 entry of this formula, charge and spin): 2.311 eV
- Frontier orbital gap (alpha / beta): 0.251 / 0.209 Ha
- LUMO level (alpha / beta): -1.15 / -2.71 eV
- HOMO level (alpha / beta): -7.98 / -8.39 eV


No. 5
DFT (wB97M-V/def2-TZVPD) results for 10 unconnected molecules or ions with the total composition C15H50N2O10 in a non-equilibrium geometry.

The geometry in ORCA input format:
```
! wB97M-V def2-TZVPD RIJCOSX def2/J DEFGRID3
* xyz 0 1
N 0.51212 -1.46448 0.65539
C 1.59328 -1.52632 -0.12652
N 1.50348 -2.39860 -1.12013
O 2.68999 -0.75884 0.04688
H 0.60953 -0.77493 1.42179
H -0.16036 -2.24906 0.74710
H 2.42489 -2.48651 -1.63144
H 0.60246 -2.87808 -1.33764
C -4.94416 -2.08198 -3.80599
C -3.45544 -2.22132 -3.61228
O -3.21312 -3.61372 -3.25559
H -5.24428 -2.80939 -4.57462
H -5.24124 -1.13564 -4.19653
H -5.57451 -2.23997 -2.93964
H -3.10060 -1.52846 -2.84066
H -2.88300 -1.94852 -4.47947
H -3.68695 -3.78661 -2.46191
C 0.23911 1.78758 -0.70263
C -0.15781 0.76247 -1.77408
O -0.99446 -0.19227 -1.26518
H -0.57908 2.36273 -0.37657
H 0.83438 2.57804 -1.21427
H 0.70668 1.29139 0.17028
H 0.68258 0.22566 -2.11086
H -0.69186 1.30780 -2.56909
H -0.46757 -0.70924 -0.66305
C 0.44287 3.85299 2.13726
C -0.58883 3.02372 2.94767
O 0.09208 2.47029 4.07163
H 1.30593 3.19213 1.82205
H 0.90196 4.59961 2.82750
H -0.09996 4.24873 1.23274
H -1.00111 2.20974 2.33693
H -1.34762 3.73376 3.27754
H -0.50731 2.07922 4.70415
C -2.79091 -0.66743 1.99021
C -2.08543 -0.41641 3.38694
O -3.12418 -0.41686 4.40358
H -2.16690 -0.50020 1.03654
H -3.60237 0.03325 1.89323
H -3.30264 -1.63378 1.88681
H -1.49104 0.49101 3.43576
H -1.45426 -1.26445 3.53004
H -2.83654 -0.24629 5.33774
C 2.76690 -0.15481 4.51704
C 2.68759 0.46675 3.12177
O 1.35879 0.45643 2.65229
H 3.69804 -0.68190 4.75029
H 1.97462 -0.83207 4.74678
H 2.84615 0.69091 5.18393
H 3.28735 -0.20416 2.45067
H 3.10621 1.45812 3.27692
H 0.91239 1.25819 2.99578
C -4.68760 0.37420 -0.87529
O -3.56642 1.15366 -1.18836
H -4.86102 -0.34130 -1.64368
H -5.51388 0.92780 -0.55674
H -4.51765 -0.35110 -0.06686
H -2.87071 0.56201 -1.37335
C 5.31552 -0.29390 -2.36403
O 3.90031 -0.13891 -2.55813
H 5.48033 -1.12991 -1.60427
H 5.84780 0.58539 -1.98218
H 5.74177 -0.54341 -3.27172
H 3.56226 0.44838 -1.86550
C 0.20626 -1.87240 -4.25673
O 0.36052 -3.19877 -4.77271
H 0.30207 -1.15657 -5.06595
H 0.94710 -1.65793 -3.49732
H -0.75714 -1.86582 -3.87606
H 0.66920 -3.74217 -4.04868
C 4.11749 2.15142 0.66551
O 3.57270 1.60933 -0.50325
H 4.42299 1.34410 1.34009
H 3.36073 2.69297 1.12142
H 4.98893 2.80413 0.58729
H 2.99264 0.88056 -0.28059
*
```

Computed properties:
- SMILES: NC(N)=O.CCO.CCO.CCO.CCO.CCO.CO.CO.CO.CO
- Relative energy (zero: lowest compared OMol25 entry of this formula, charge and spin): 0.189 eV
- Frontier orbital gap: 0.347 Ha
- LUMO level: 0.09 eV
- HOMO level: -9.35 eV


No. 6
DFT (wB97M-V/def2-TZVPD) results for 2 unconnected molecules or ions with the total composition C11H14BO4 in a non-equilibrium geometry.

The geometry in ORCA input format:
```
! wB97M-V def2-TZVPD RIJCOSX def2/J DEFGRID3
* xyz -1 1
B 1.52866 1.66877 0.38224
O 1.10687 3.08255 0.33656
C 0.03243 3.28875 -0.67941
O 0.26002 4.06642 -1.77055
C -1.44298 2.53498 -0.47208
C -1.73678 0.98485 -1.02284
C -3.14666 0.17403 -0.81423
C -4.37170 0.97102 -0.00456
C -4.10968 2.53135 0.51789
C -2.66561 3.33351 0.30352
H 1.31683 1.22647 -0.71189
H 2.65180 1.49027 0.67681
H 0.84479 1.01896 1.11201
H -0.81443 0.46560 -1.56530
H -3.24705 -0.93624 -1.21133
H -5.37382 0.37779 0.16315
H -5.00083 3.06004 1.09329
H -2.54606 4.42669 0.71253
O 0.58648 -1.06145 -0.82546
C 1.38905 -1.89798 -0.44562
O 2.35358 -2.45408 -1.23595
C 3.03606 -3.46744 -0.49900
C 2.80409 -3.12960 0.95047
C 1.43550 -2.49726 0.92728
H 2.61510 -4.44095 -0.77147
H 4.09947 -3.45682 -0.75529
H 2.87390 -3.99766 1.61134
H 3.54413 -2.39121 1.28235
H 0.64103 -3.24309 1.01878
H 1.33579 -1.72826 1.69677
*
```

Computed properties:
- Frontier orbital gap: 0.261 Ha
- LUMO level: 2.85 eV
- HOMO level: -4.25 eV


No. 7
DFT (wB97M-V/def2-TZVPD) results for a molecular structure, C23H26N4PPtS2.

The geometry in ORCA input format:
```
! wB97M-V def2-TZVPD RIJCOSX def2/J DEFGRID3
* xyz 3 5
Pt -0.22433 -0.26480 -1.12001
C -1.03658 3.73857 -1.06893
C 0.14445 3.29144 -0.48186
C 0.12701 2.20020 0.36918
C -1.09677 1.54212 0.63525
C -2.28321 2.00480 0.03335
C -2.24502 3.09630 -0.81660
P -1.21142 0.28525 1.91153
C -1.75152 0.87609 3.46849
C -2.00917 2.24571 3.65767
C -2.46384 2.68067 4.88548
C -2.68908 1.76389 5.91026
C -2.46612 0.40152 5.71566
C -2.01091 -0.05214 4.49632
C 0.23151 -0.74299 1.84899
C 0.87096 -1.24591 2.98449
C 1.89855 -2.16526 2.83655
C 2.26471 -2.60620 1.57010
C 1.62675 -2.10887 0.43505
C 0.62477 -1.15265 0.55769
H -1.01665 4.60499 -1.71715
H 1.07204 3.81825 -0.66240
H 1.03266 1.88067 0.87121
H -3.22751 1.52047 0.25543
H -3.15851 3.45910 -1.26809
H -1.83306 2.95774 2.86163
H -2.64521 3.73358 5.05117
H -3.05348 2.11330 6.86723
H -2.66464 -0.30032 6.51369
H -1.87354 -1.11383 4.33097
H 0.57638 -0.91491 3.97191
H 2.40510 -2.55040 3.71108
H 3.04541 -3.34838 1.46465
H 1.91435 -2.48698 -0.54014
C -1.91140 -4.48696 -3.71911
N -1.94613 -3.37052 -2.76854
C -2.16882 -2.12446 -3.10601
N -2.34521 -1.76631 -4.36537
S -2.33133 -0.88451 -1.85496
H -1.70481 -5.39853 -3.16838
H -1.12066 -4.33489 -4.45394
H -2.87715 -4.59239 -4.21515
H -1.88541 -3.57342 -1.78206
H -2.39775 -2.44665 -5.11149
H -2.59121 -0.81381 -4.58651
S 0.93376 -0.00182 -3.08234
C 2.61799 0.33086 -2.70624
N 3.43896 0.74834 -3.64328
C 4.79005 1.00721 -3.10697
C 4.68183 0.43190 -1.67855
N 3.22557 0.20267 -1.54296
H 3.15169 0.96147 -4.58684
H 4.98465 2.07833 -3.11385
H 5.54144 0.50388 -3.70916
H 5.03228 1.12749 -0.92143
H 5.21131 -0.51336 -1.57033
H 2.79622 -0.24555 -0.74639
*
```

Computed properties:
- Expectation value of S²: 6.029
- Relative energy (zero: lowest compared OMol25 entry of this formula, charge and spin): 0.000 eV
- Frontier orbital gap (alpha / beta): 0.307 / 0.195 Ha
- LUMO level (alpha / beta): -7.91 / -11.81 eV
- HOMO level (alpha / beta): -16.26 / -17.12 eV